# 1
A structure of composition C19H36FeN4O4P at a distorted geometry, computed with the ωB97M-V functional and the def2-TZVPD basis.

Cartesian coordinates (Å):
Fe: -12.44 5.93 1.78
C: -12.48 5.03 -1.12
C: -11.13 5.68 -1.03
N: -10.69 5.92 0.44
C: -9.50 5.11 0.90
C: -9.87 4.34 2.12
C: -9.00 3.62 2.93
C: -9.48 2.89 4.03
C: -10.85 2.76 4.18
C: -11.71 3.52 3.38
C: -13.22 3.38 3.52
N: -13.88 4.39 2.59
C: -14.38 3.77 1.33
C: -14.60 4.82 0.26
N: -13.40 5.58 -0.10
N: -11.22 4.33 2.41
H: -12.39 3.94 -1.00
H: -12.91 5.23 -2.15
H: -11.21 6.71 -1.44
H: -10.35 5.09 -1.59
H: -10.37 6.87 0.41
H: -8.61 5.74 1.14
H: -9.07 4.46 0.13
H: -7.97 3.64 2.67
H: -8.90 2.23 4.61
H: -11.23 2.17 4.97
H: -13.49 3.66 4.58
H: -13.59 2.34 3.28
H: -14.78 4.62 3.07
H: -15.33 3.30 1.57
H: -13.70 2.99 0.98
H: -15.40 5.52 0.62
H: -15.13 4.43 -0.67
H: -13.69 6.51 -0.39
C: -12.93 6.71 6.46
C: -12.99 7.97 5.64
C: -13.41 9.12 6.54
C: -11.60 8.17 4.99
O: -13.90 7.74 4.58
P: -13.90 8.52 3.18
O: -13.67 9.95 3.36
O: -12.95 7.71 2.26
O: -15.28 8.16 2.56
C: -16.51 8.99 2.75
C: -16.76 9.17 4.22
C: -17.65 8.17 2.10
C: -16.28 10.22 1.91
H: -12.88 6.85 7.53
H: -12.11 6.09 6.14
H: -13.89 6.14 6.29
H: -12.61 9.27 7.29
H: -14.37 8.96 7.03
H: -13.53 10.01 5.86
H: -10.88 8.44 5.77
H: -11.69 9.03 4.27
H: -11.29 7.29 4.45
H: -16.61 8.24 4.84
H: -17.79 9.47 4.27
H: -16.07 9.90 4.65
H: -17.88 7.30 2.74
H: -17.29 7.78 1.14
H: -18.60 8.77 1.92
H: -15.53 10.89 2.43
H: -17.17 10.83 1.73
H: -15.89 9.88 0.90

Summary:
net charge: +2
LUMO (alpha / beta): -6.401 / -8.624 eV
2S+1: 6

Atom charges from the Löwdin analysis, given in e for atoms 1 to 8: number 1, Fe, carries 1.149; number 2, C, carries -0.170; number 3, C, carries -0.118; number 4, N, carries -0.079; number 5, C, carries -0.096; number 6, C, carries -0.204; number 7, C, carries 0.034; number 8, C, carries 0.032

---

# 2
An isolated molecule of C4H8O2, computed with the ωB97M-V functional and the def2-TZVPD basis.

Cartesian coordinates (Å):
C: -0.32 1.65 0.27
C: -0.08 0.23 -0.23
C: -1.23 -0.72 0.05
O: 1.12 -0.22 0.46
C: 1.83 -1.18 -0.13
O: 1.55 -1.73 -1.17
H: -1.17 2.09 -0.26
H: -0.54 1.65 1.35
H: 0.56 2.27 0.09
H: 0.15 0.24 -1.30
H: -1.19 -1.08 1.08
H: -1.21 -1.58 -0.62
H: -2.19 -0.20 -0.08
H: 2.71 -1.41 0.48

Summary:
net charge: 0
SMILES: CC(C)OC=O
LUMO: 1.021 eV

Atom charges from the natural (NBO) analysis, given in e for atoms 1 to 8: number 1, C, carries -0.620; number 2, C, carries 0.079; number 3, C, carries -0.639; number 4, O, carries -0.509; number 5, C, carries 0.652; number 6, O, carries -0.593; number 7, H, carries 0.215; number 8, H, carries 0.213

---

# 3
A structure of composition C22H35CrNO2P2S2 at a distorted geometry, computed with the ωB97M-V functional and the def2-TZVPD basis.

Cartesian coordinates (Å):
P: 0.29 -2.13 0.07
P: -0.06 2.14 0.15
C: -0.05 -0.62 -1.15
C: 0.59 0.85 -1.06
H: -1.08 -0.60 -1.55
H: 0.57 -1.03 -1.94
H: 1.70 0.81 -1.08
H: 0.31 1.35 -2.00
C: -1.64 2.79 -0.39
H: -2.00 3.44 0.41
H: -2.39 1.99 -0.49
H: -1.53 3.31 -1.35
C: 1.21 3.33 0.54
H: 1.07 4.20 -0.12
H: 2.21 2.89 0.42
H: 1.06 3.56 1.61
C: -0.88 -3.40 -0.49
H: -1.01 -4.13 0.32
H: -0.58 -3.92 -1.42
H: -1.88 -2.98 -0.68
C: 1.98 -2.68 -0.41
H: 2.72 -1.87 -0.40
H: 2.06 -3.15 -1.42
H: 2.34 -3.42 0.32
Cr: -0.41 0.04 0.71
C: 0.44 1.54 -4.17
C: -0.89 1.51 -3.89
C: -1.88 0.81 -4.77
C: -1.50 -0.65 -5.15
C: -0.72 -1.38 -4.10
C: 0.63 -1.44 -4.11
C: 1.50 -0.65 -5.03
C: 1.08 0.82 -5.31
C: 0.22 -1.68 1.85
H: 1.12 2.27 -3.71
H: -1.35 2.14 -3.13
H: -1.98 1.37 -5.72
H: -2.87 0.84 -4.29
H: -2.46 -1.17 -5.33
H: -0.91 -0.62 -6.08
H: -1.33 -2.00 -3.44
H: 1.18 -2.20 -3.54
H: 1.58 -1.15 -6.01
H: 2.53 -0.67 -4.61
H: 2.02 1.34 -5.56
H: 0.40 0.84 -6.18
H: 1.03 -1.16 2.38
H: 0.49 -2.74 1.97
H: -0.69 -1.60 2.50
O: 2.43 2.16 5.94
S: 1.94 0.97 5.29
O: 2.85 -0.14 5.13
N: 1.04 1.28 3.91
C: -0.25 0.99 4.00
S: -1.32 1.09 2.61
C: -0.62 0.54 5.36
C: -1.83 0.08 5.88
C: -1.86 -0.46 7.17
C: -0.71 -0.52 7.98
C: 0.49 -0.03 7.48
C: 0.51 0.43 6.16
H: -2.71 0.15 5.24
H: -2.80 -0.79 7.58
H: -0.77 -0.92 9.01
H: 1.38 0.05 8.10

Summary:
net charge: 0
LUMO (alpha / beta): -0.268 / -0.306 eV
2S+1: 5

Atom charges from the natural (NBO) analysis, given in e for atoms 1 to 8: number 1, P, carries 1.407; number 2, P, carries 1.070; number 3, C, carries -0.730; number 4, C, carries -0.759; number 5, H, carries 0.229; number 6, H, carries 0.284; number 7, H, carries 0.257; number 8, H, carries 0.294

---

# 4
A cluster of 2 separate species, C4H11NO in total at a distorted geometry, computed with the ωB97M-V functional and the def2-TZVPD basis.

Cartesian coordinates (Å):
N: 0.48 -0.50 1.43
C: -0.66 -1.39 1.33
C: -1.08 -1.27 -0.11
C: -0.44 -0.02 -0.74
C: 0.25 0.67 0.53
H: 1.39 -1.15 1.10
H: -0.24 -2.30 1.68
H: -1.37 -1.06 2.13
H: -0.78 -2.22 -0.70
H: -2.16 -1.24 -0.20
H: 0.46 -0.34 -1.33
H: -1.10 0.56 -1.40
H: 1.33 0.91 0.05
H: -0.54 1.36 0.76
H: 1.75 2.10 -2.05
H: 1.00 3.32 -1.25
O: 1.70 2.56 -1.23

Summary:
net charge: -1
LUMO (alpha / beta): 3.849 / 3.728 eV
2S+1: 2

Atom charges from the natural (NBO) analysis, given in e for atoms 1 to 8: number 1, N, carries -0.631; number 2, C, carries -0.244; number 3, C, carries -0.446; number 4, C, carries -0.578; number 5, C, carries -0.341; number 6, H, carries 0.333; number 7, H, carries 0.183; number 8, H, carries 0.169

---

| no. | molecular weight (g/mol) |
| --- | --- |
| 1 | 471.34 |
| 2 | 88.11 |
| 3 | 523.61 |
| 4 | 89.14 |